1.
{"formula": "FH3OP2", "method": "the ωB97M-V functional and the def2-TZVPD basis", "gap_ev": 8.65, "species": ["O", "F", "P", "P", "H", "H", "H"], "positions_angstrom": [[-1.434, -0.310, 0.264], [2.533, 0.481, -0.325], [-0.399, 0.945, 0.169], [1.362, -0.475, 0.252], [-1.858, -0.390, -0.504], [-0.653, 1.130, 1.506], [0.449, -1.381, -1.362]]}

***

2.
{"formula": "FH3OSi", "method": "the ωB97M-V functional and the def2-TZVPD basis", "gap_ev": 11.95, "species": ["F", "O", "Si", "H", "H", "H"], "positions_angstrom": [[-0.457, -2.070, -0.426], [-0.800, -0.838, 0.104], [0.172, 0.496, 0.070], [1.452, 0.558, 0.773], [0.315, 0.530, -1.270], [-0.683, 1.323, 0.749]]}

***

Max |F| per entry: 5.66; 3.37 eV/A
E per entry: -859.53648; -466.24663 Eh
Energy relative to the best compared isomer or geometry (same formula, charge and spin) per entry: 249.26; 640.20 kJ/mol